34
Properties=species:S:1:pos:R:3:mulliken_charge:R:1 method="wB97M-V/def2-TZVPD" charge=0 de_lowest_ev=0.5004 homo_lumo_gap_ev=10.10 smiles=OCCO.O.O.O.O.O.O.O.O multiplicity=1
O -6.17 -2.21 -19.60 -0.53
C -7.40 -2.82 -19.14 0.18
C -8.19 -3.20 -20.37 -0.25
O -8.71 -2.06 -21.04 -0.54
H -5.48 -2.38 -18.95 0.29
H -7.14 -3.76 -18.64 -0.11
H -7.98 -2.10 -18.56 0.23
H -9.04 -3.84 -20.13 0.17
H -7.52 -3.74 -21.04 0.29
H -8.02 -1.67 -21.58 0.31
O -10.85 -5.40 -19.36 -0.72
H -10.34 -5.32 -18.54 0.31
H -10.46 -6.15 -19.83 0.32
O -7.69 -6.62 -18.20 -0.73
H -8.26 -6.17 -17.55 0.34
H -6.85 -6.14 -18.17 0.30
O -10.01 -8.30 -20.87 -0.62
H -10.66 -8.47 -21.56 0.29
H -9.32 -7.76 -21.28 0.35
O -9.70 -8.66 -18.06 -0.64
H -8.99 -8.02 -18.14 0.38
H -9.89 -8.89 -18.98 0.35
O -8.57 -6.20 -22.20 -0.63
H -7.67 -6.51 -22.31 0.32
H -8.95 -6.22 -23.08 0.30
O -12.21 -2.74 -19.59 -0.64
H -11.73 -3.58 -19.51 0.38
H -11.53 -2.09 -19.79 0.33
O -13.50 -5.96 -18.35 -0.65
H -13.17 -6.17 -17.47 0.27
H -12.71 -5.68 -18.85 0.43
O -9.33 -4.67 -16.96 -0.62
H -8.55 -4.14 -16.79 0.30
H -9.93 -4.49 -16.22 0.24